No. 1
13
Properties=species:S:1:pos:R:3:lowdin_charge:R:1 method="wB97M-V/def2-TZVPD" orbital_gap_ev=7.9194 de_lowest_kcal_mol=54.9 e_homo_ha=-0.351
Cl 0.3187 -0.2440 -2.2250 0.545
Cl 0.3928 2.9658 -0.2584 0.251
Cl -2.6023 1.3634 1.4522 -0.308
P -0.8601 1.5169 -0.8203 0.501
C 0.0880 -0.0391 -0.3841 -1.094
C 1.4588 0.0046 0.2152 -0.173
C -0.7926 -1.2302 0.0553 -0.192
H 1.2741 0.8053 1.0473 0.093
H -0.6982 -1.4849 1.1506 0.097
H -1.9015 -0.8961 -0.1950 0.070
H 1.5939 -0.9318 0.8046 0.097
H -0.5828 -2.1345 -0.5971 0.081
H 2.3112 0.3047 -0.2452 0.032

=====

No. 2
41
Properties=species:S:1:pos:R:3:lowdin_charge:R:1 method="wB97M-V/def2-TZVPD" orbital_gap_ev=9.0599 smiles="C=CCN(N(C)c1ncc(C(F)(F)F)cc1Cl)S(=O)(=O)c1ccc(Cl)cc1" e_homo_ha=-0.322
Cl -2.0676 1.4007 1.5728 0.808
Cl 4.5906 0.9380 -4.9553 0.694
S -0.2538 1.2677 -1.0095 0.660
F -3.0623 -4.7128 2.4358 0.139
F -4.5442 -3.1523 2.4344 0.142
F -3.3473 -3.4976 4.1841 0.135
O -0.8885 2.5425 -1.1361 -0.286
O -1.0180 0.0616 -1.1098 -0.263
N -0.0551 -2.0460 1.6340 0.140
N 0.5391 1.2245 0.4688 -0.271
N 0.7343 0.0036 1.0637 -0.114
C 2.5403 -0.1250 -3.5729 -0.085
C 1.7890 2.3329 -2.5050 -0.055
C 0.9088 2.4402 1.1722 -0.203
C 3.2418 1.0315 -3.8891 -0.667
C -1.6261 -0.2549 1.7528 -0.531
C -2.2751 -2.4847 2.3379 -0.100
C 1.1007 1.1798 -2.1812 -0.262
C 2.8049 3.8817 0.4513 0.010
C 1.4614 -0.0445 -2.7101 -0.060
C -0.9784 -2.8834 2.0562 -0.057
C 1.9395 -0.7208 0.6877 -0.030
C 2.3627 2.7775 1.0224 -0.160
C -3.3010 -3.4548 2.8355 -0.592
C 2.8703 2.2635 -3.3653 -0.083
C -0.3337 -0.7537 1.4658 -0.296
C -2.5957 -1.1359 2.1809 -0.015
H -0.6659 -3.9130 2.1605 0.128
H 2.3467 -1.2057 1.5734 0.090
H 2.8357 -1.0700 -4.0003 0.110
H 2.6558 -0.0088 0.2859 0.085
H 0.2854 3.2298 0.7492 0.106
H 1.4613 3.2723 -2.0916 0.109
H 0.8806 -0.9158 -2.4521 0.115
H 0.6580 2.3178 2.2317 0.122
H 3.8554 4.1020 0.3685 0.058
H 3.0545 2.0518 1.4281 0.098
H 1.7236 -1.4893 -0.0558 0.084
H -3.5931 -0.7806 2.3889 0.125
H 3.4200 3.1517 -3.6330 0.110
H 2.1275 4.6232 0.0605 0.064

=====

No. 3
21
Properties=species:S:1:pos:R:3:lowdin_charge:R:1 method="wB97M-V/def2-TZVPD" orbital_gap_ev=9.7879 de_lowest_kcal_mol=23.5 smiles="[H]/N=C(/C)C(=C)/C(CC)=N/[H]" e_homo_ha=-0.340
N 2.1393 -0.8444 -1.7465 0.148
N 0.8817 1.5462 -0.1332 0.174
C -1.3917 1.1855 0.7759 -0.183
C -0.0953 0.7725 0.1220 -0.348
C -2.6494 0.9542 -0.0702 -0.097
C 2.6315 -0.9314 0.5859 -0.047
C -0.6016 -1.6609 -0.2650 0.106
C 1.7034 -0.7222 -0.5697 -0.445
C 0.2268 -0.6261 -0.1733 -0.221
H 3.6372 -1.1090 0.2298 0.074
H 2.6293 -0.0406 1.2076 0.073
H -1.3115 2.2499 1.0118 0.105
H -1.6560 -1.5918 -0.0617 0.049
H -2.4638 1.2009 -1.1154 0.083
H -0.2222 -2.6258 -0.5688 0.077
H -1.4854 0.6386 1.7235 0.122
H 1.4490 -0.6759 -2.4761 0.057
H -2.9973 -0.0751 -0.0189 0.052
H -3.4540 1.5933 0.2909 0.071
H 0.7334 2.5333 0.0572 0.070
H 2.2964 -1.7711 1.1944 0.080

=====

No. 4
13
Properties=species:S:1:pos:R:3:lowdin_spin:R:1 method="wB97M-V/def2-TZVPD" total_charge=+1 orbital_gap_ev="7.8706 / 7.6052" spin_multiplicity=3 de_lowest_kcal_mol=28.9 e_homo_ha="-0.441 / -0.552"
N 0.2829 -0.4340 -0.1758 0.276
N -1.8444 0.0413 -0.0779 0.126
C -0.9678 -0.9891 -0.5091 1.081
C 0.1877 0.8903 0.2851 0.104
C -1.2522 1.0260 0.4832 0.281
C 1.5882 -1.1352 -0.3288 0.016
H -2.8731 -0.0546 -0.1534 0.006
H 2.2625 -0.3034 -0.2450 0.001
H 1.4814 -1.7435 -1.2823 0.007
H -1.8588 1.8980 0.7405 0.012
H 0.9184 0.9260 1.0955 0.036
H 0.3905 1.8104 -0.2592 0.047
H 1.6847 -1.9321 0.4273 0.006

=====

No. 5
49
Properties=species:S:1:pos:R:3:lowdin_spin:R:1 method="wB97M-V/def2-TZVPD" total_charge=+1 orbital_gap_ev="7.3401 / 7.3094" spin_multiplicity=4 de_lowest_kcal_mol=0.0 e_homo_ha="-0.374 / -0.378"
Br 2.1823 -2.2035 -2.2765 0.011
Co 0.2861 -0.5103 -0.2121 2.626
N -0.2371 -0.9060 -2.1833 0.038
N 0.1803 -2.2489 0.9786 0.043
N 2.1412 -0.1962 0.7538 0.045
C 0.3215 -1.6821 -4.3766 0.002
C -1.4007 -0.4315 -2.6535 0.007
C -2.1962 2.1709 2.2768 0.006
C 0.3806 2.6280 -1.0809 0.014
C 0.3955 3.5915 -2.0829 -0.001
C 1.0712 -1.9308 2.1207 0.005
C -0.8194 2.1315 -0.5708 0.015
C -3.6386 4.1235 3.6739 0.003
C -1.9856 3.5288 2.0250 0.003
C -3.1208 1.8178 3.2606 0.004
C -3.8438 2.7800 3.9481 0.000
C -0.8817 -1.1817 -4.8521 0.000
C -1.4683 1.0779 1.5965 0.040
C 0.5801 -1.5185 -3.0322 0.005
C -2.0133 2.6189 -1.1147 0.009
C -0.8219 1.0184 0.4221 0.083
C -2.0032 3.5749 -2.1157 0.001
C -0.7967 4.0662 -2.6055 0.011
C -2.7013 4.4917 2.7176 0.000
C 2.3906 -1.3922 1.5931 0.005
C -1.7597 -0.5572 -3.9808 0.001
H 1.0316 -2.1776 -5.0209 0.000
H -1.2499 3.8445 1.2987 0.000
H 3.0655 -1.1748 2.4217 0.001
H 2.9443 0.0076 0.1680 0.003
H -4.1965 4.8805 4.2090 0.000
H -1.4881 0.1613 2.1930 0.005
H 1.3259 2.2741 -0.6791 0.001
H 0.5729 -1.1645 2.7177 0.001
H -4.5611 2.4785 4.6999 0.000
H -2.5202 5.5384 2.5106 0.000
H 1.2464 -2.7954 2.7621 0.001
H -0.7916 4.8160 -3.3853 0.001
H -2.0276 0.0674 -1.9278 0.003
H 1.3405 3.9712 -2.4495 0.000
H 2.8774 -2.1405 0.9648 0.000
H -1.1278 -1.2834 -5.9006 0.000
H 1.9857 0.6237 1.3353 0.003
H 0.5086 -3.0817 0.4971 0.003
H -3.2819 0.7692 3.4847 0.000
H -2.9390 3.9483 -2.5119 0.000
H -2.7054 -0.1614 -4.3205 0.000
H -0.7612 -2.4503 1.2986 0.002
H -2.9566 2.2485 -0.7283 0.000

=====

No. 6
41
Properties=species:S:1:pos:R:3:lowdin_charge:R:1 method="wB97M-V/def2-TZVPD" orbital_gap_ev=9.4279 de_lowest_kcal_mol=63.0 smiles="C/C=C/CCN.O.O.O.O.O.O.O.O" e_homo_ha=-0.337
O 1.2185 1.0529 -1.8318 -0.075
O -1.8222 -1.0771 2.8011 -0.019
O 0.7615 -1.2232 -3.0934 -0.085
O -0.8115 -2.5938 0.7044 -0.040
O 1.8709 -2.3449 0.8179 -0.049
O -0.0208 4.1450 1.5030 -0.089
O 2.2318 -3.3613 -2.2290 -0.055
O -1.5006 -1.8831 -1.8989 -0.096
N -1.6663 2.7485 -0.9294 -0.007
C 0.8636 1.1363 1.5775 -0.159
C 2.2209 0.5911 1.5105 -0.142
C -0.1183 0.6137 0.8425 -0.190
C -1.9010 1.2892 -0.6294 -0.251
C -1.4934 1.0593 0.7869 -0.251
H -1.8152 1.9693 1.3683 0.139
H -0.4209 3.7184 0.7149 -0.001
H 1.5542 -3.4601 -1.6041 -0.026
H 2.6171 0.8362 2.5144 0.071
H 0.3272 -0.7467 -3.8138 0.081
H 1.0036 -0.3860 -2.6297 0.009
H -1.2923 -1.9531 1.2545 0.036
H 0.0463 -0.3877 0.3140 0.126
H -2.4622 3.2828 -0.6228 0.070
H -2.0233 -1.4753 3.6425 0.066
H 2.5175 -0.4812 1.2295 0.082
H 3.0934 1.2358 1.2157 0.089
H -0.5178 -1.7280 -2.0520 0.004
H -1.5316 -2.2879 -1.0394 -0.029
H -1.2361 -0.3702 2.9869 0.030
H 1.8499 -2.8742 -3.0010 0.038
H 0.9567 -2.4411 0.4921 -0.002
H 1.8728 0.5989 -1.2211 0.089
H 0.9169 2.1287 2.1123 0.119
H -2.2101 0.3527 1.2154 0.095
H -3.0116 1.1935 -0.7566 0.121
H -1.5085 3.0598 -1.8599 0.057
H 0.8481 4.3157 1.1184 0.038
H -1.4396 0.6474 -1.4243 0.107
H -0.9770 -3.4974 0.7891 0.050
H 0.6015 1.4597 -1.1516 0.051
H 2.4080 -2.8627 0.2766 -0.003